[1]
A molecular structure, C19H19N7O2S3SeSr. Source: the OMol25 dataset; level of theory: wB97M-V/def2-TZVPD.

Relative energy (zero: lowest compared OMol25 entry of this formula, charge and spin): 35.5 kcal per mole
LUMO level: 0.1041 hartree

ORCA input file:
```
! wB97M-V def2-TZVPD RIJCOSX def2/J DEFGRID3
* xyz -2 1
Sr -1.81844 1.76192 -1.24655
O 4.58075 1.97635 4.23567
N 4.34038 1.49216 3.14239
O 5.17451 0.93000 2.45494
C 2.95911 1.55054 2.65317
C 1.99676 1.50909 3.60138
C 0.62311 1.51988 3.23572
C -0.41930 1.47521 4.18510
C -1.71196 1.51471 3.75138
C -1.97630 1.61804 2.36853
N -1.00823 1.64711 1.46831
C 0.26864 1.58696 1.88048
C 1.31339 1.61110 0.86830
N 0.90906 1.64975 -0.41344
C 1.80983 1.77351 -1.36432
C 3.18413 1.84437 -1.08485
C 3.61923 1.75131 0.20831
C 2.67101 1.61722 1.24358
H 2.27931 1.46731 4.64441
H -0.17554 1.41597 5.24053
H -2.54296 1.47800 4.44310
H -2.99266 1.63365 1.94656
H 1.42675 1.80532 -2.38142
H 3.88427 1.96565 -1.89988
H 4.67310 1.77895 0.43617
S 0.26070 3.83887 -5.45648
C -0.30803 3.14115 -4.03721
S -0.55782 1.40885 -3.94626
S -0.49615 4.10291 -2.59743
Se -4.34475 0.92693 0.04720
C -0.00239 -1.44130 -1.75610
N -1.28892 -0.96536 -1.23944
C -1.48384 -1.50152 0.11809
N -1.44081 -2.97202 0.13120
C -0.15822 -3.39949 -0.42244
N 0.07016 -2.91009 -1.78385
C -1.03321 -3.39531 -2.62124
N -2.34145 -2.96953 -2.13265
C -2.36721 -1.50134 -2.09743
C -2.50593 -3.44977 -0.75915
H 0.79766 -1.06340 -1.11394
H 0.14499 -1.04537 -2.76230
H -2.45019 -1.13719 0.48277
H -0.68434 -1.12174 0.76194
H -0.12299 -4.49391 -0.43377
H 0.64424 -3.02947 0.22205
H -0.99902 -4.48951 -2.64305
H -0.89416 -3.01549 -3.63574
H -3.31911 -1.14120 -1.69473
H -2.22716 -1.11142 -3.10884
H -2.49632 -4.54470 -0.76156
H -3.46365 -3.09363 -0.37725
*
```

Atom charges from the Löwdin analysis, given in e for atoms 1 to 8: number 1, Sr, carries 0.687; number 2, O, carries 0.054; number 3, N, carries -0.349; number 4, O, carries 0.061; number 5, C, carries -0.094; number 6, C, carries 0.051; number 7, C, carries -0.145; number 8, C, carries -0.023

[2]
A molecular structure, C19H20As2F6N2NaO7S3. Source: the OMol25 dataset; level of theory: wB97M-V/def2-TZVPD.

Relative energy (zero: lowest compared OMol25 entry of this formula, charge and spin): 31.2 kcal per mole
LUMO level: 0.0824 hartree

ORCA input file:
```
! wB97M-V def2-TZVPD RIJCOSX def2/J DEFGRID3
* xyz -1 1
Na -0.47553 -0.05385 -0.70906
F -3.83336 -3.46832 0.02959
C -4.06448 -2.32323 0.65436
F -5.31058 -1.93537 0.39381
F -3.94171 -2.52226 1.96751
S -2.89176 -1.02012 0.07641
O -1.56010 -1.46222 0.38874
O -3.23864 -0.76847 -1.28914
N -3.36677 0.16899 1.03795
S -2.87872 1.54679 0.45560
O -1.70153 1.41699 -0.37964
O -2.91308 2.59185 1.42986
C -4.23598 2.04259 -0.76480
F -5.27274 1.21030 -0.71857
F -4.68943 3.26367 -0.44940
F -3.77678 2.09229 -2.00974
C -1.52580 -0.10840 4.08229
As -0.47646 0.58482 2.56457
C -0.19105 2.39439 3.32376
C 1.32096 -0.00216 3.15528
C 1.57887 -0.56000 4.40490
C 2.87385 -0.84958 4.80659
C 3.93654 -0.57320 3.95850
C 3.68756 -0.02802 2.70856
C 2.39035 0.25220 2.28509
As 2.02080 0.98156 0.47810
C 3.40817 -0.01410 -0.48395
C 3.09349 2.62958 0.69811
H -1.25808 0.36836 5.02476
H -1.39483 -1.18818 4.15993
H -2.57335 0.08946 3.85671
H 0.31891 2.33106 4.28381
H -1.15972 2.87998 3.43242
H 0.41136 2.97821 2.62677
H 0.75983 -0.77133 5.08170
H 3.05329 -1.28643 5.78183
H 4.95364 -0.78795 4.26356
H 4.52392 0.17432 2.04950
H 4.40081 0.13112 -0.06016
H 3.39451 0.33836 -1.51451
H 3.14363 -1.06908 -0.48628
H 4.10675 2.39449 1.02070
H 2.61900 3.27972 1.43246
H 3.12252 3.14482 -0.26221
O 1.12558 -3.49641 -2.42022
S 0.24115 -2.37248 -2.57650
O -1.12197 -2.55431 -2.15110
N 0.88326 -1.02337 -1.95793
C 0.85402 -0.00251 -2.83695
O 1.12842 1.16698 -2.57006
C 0.46784 -0.44546 -4.22582
C 0.41024 0.32806 -5.36956
C 0.06353 -0.29190 -6.56370
C -0.21681 -1.65540 -6.60167
C -0.17054 -2.42513 -5.44490
C 0.17521 -1.79421 -4.26824
H 0.63352 1.38569 -5.31744
H 0.01012 0.29139 -7.47442
H -0.47708 -2.12086 -7.54394
H -0.39483 -3.48378 -5.46384
*
```

Atom charges from the Löwdin analysis, given in e for atoms 1 to 8: number 1, Na, carries 0.075; number 2, F, carries 0.158; number 3, C, carries -0.676; number 4, F, carries 0.141; number 5, F, carries 0.135; number 6, S, carries 0.593; number 7, O, carries -0.326; number 8, O, carries -0.250

[3]
A molecular structure, C19H20AuBr4ClO3S. Source: the OMol25 dataset; level of theory: wB97M-V/def2-TZVPD.

Relative energy (zero: lowest compared OMol25 entry of this formula, charge and spin): 0.0 kcal per mole
LUMO level: 0.1518 hartree

ORCA input file:
```
! wB97M-V def2-TZVPD RIJCOSX def2/J DEFGRID3
* xyz -2 1
Au -0.75903 -1.51863 -0.86794
Br -7.14829 -4.75225 0.97535
C -5.71284 -3.53025 0.70302
C -5.73700 -2.28434 1.29447
Br -7.20207 -1.75080 2.38524
C -4.64279 -1.41253 1.08105
Br -4.66645 0.33825 1.83969
C -3.52186 -1.73094 0.31107
O -2.53842 -0.88401 0.14993
C -3.50090 -3.05032 -0.34477
O -2.53684 -3.37847 -1.09304
C -4.61698 -3.88774 -0.09958
Br -4.55637 -5.57903 -0.97590
Cl 6.27357 -0.43581 0.18411
C 4.70897 -0.91054 -0.46444
C 4.03570 -1.99646 0.07603
C 2.80425 -2.35778 -0.43684
C 2.19822 -1.66427 -1.49828
C 0.87919 -2.05335 -2.03782
C 2.92006 -0.57899 -2.01704
C 4.15767 -0.19800 -1.51050
H 4.46656 -2.53647 0.91034
H 2.26506 -3.18826 0.00600
H 0.78163 -3.14399 -2.08721
H 0.74043 -1.64196 -3.04233
H 2.49427 -0.02095 -2.84542
H 4.69148 0.64513 -1.93356
C 1.80264 3.03531 -2.37542
C 1.43885 3.65538 -1.02381
C 1.78099 2.75925 0.16262
S 0.89224 1.14380 0.15264
O 1.52138 0.37176 1.26067
C -0.72381 1.78698 0.75802
C -0.92885 1.53163 2.24256
C -0.03689 2.36795 3.16391
H 1.60436 3.73049 -3.19494
H 1.23058 2.12241 -2.54993
H 2.86347 2.76831 -2.40178
H 0.37016 3.89144 -1.00993
H 1.96643 4.60745 -0.90586
H 1.57259 3.24286 1.11890
H 2.83283 2.45871 0.14397
H -1.47293 1.23708 0.18416
H -0.78627 2.85317 0.51879
H -0.77719 0.46814 2.42727
H -1.97502 1.73896 2.46205
H 1.01072 2.10284 3.02733
H -0.30100 2.18849 4.20943
H -0.16253 3.44032 2.96776
*
```

Atom charges from the Löwdin analysis, given in e for atoms 1 to 8: number 1, Au, carries 0.799; number 2, Br, carries 0.596; number 3, C, carries -0.792; number 4, C, carries -0.796; number 5, Br, carries 0.588; number 6, C, carries -0.639; number 7, Br, carries 0.674; number 8, C, carries -0.427

[4]
A molecular structure, C19H20BFN9O6PtS. Source: the OMol25 dataset; level of theory: wB97M-V/def2-TZVPD.

Expectation value of S²: 2.006
LUMO level (alpha / beta): 0.0789 / 0.0789 hartree

ORCA input file:
```
! wB97M-V def2-TZVPD RIJCOSX def2/J DEFGRID3
* xyz -1 3
Pt 0.41896 1.05926 0.07807
B 2.70326 0.73228 2.90307
N 3.16575 0.62968 1.41300
C 4.40159 0.23132 1.08293
C 4.60878 0.47472 -0.26344
C 3.40795 1.03298 -0.69663
N 2.55945 1.13076 0.32679
N 1.15082 0.68968 3.11674
C 0.60141 0.57844 4.33425
C -0.77481 0.66008 4.21425
C -0.99152 0.82603 2.84617
N 0.17832 0.83889 2.21143
H 3.11162 1.77736 3.35697
H 3.17491 -0.22243 3.47685
H 5.06220 -0.17716 1.82836
H 5.49255 0.26975 -0.84204
H 3.11567 1.37793 -1.67459
H 1.22565 0.46236 5.20421
H -1.50906 0.60412 4.99881
H -1.90875 0.93253 2.28970
F -2.24255 -2.87860 -4.45404
C -1.52600 -1.86929 -3.93527
C -2.13323 -0.74926 -3.52352
N -1.44288 0.30176 -2.98138
C -2.18170 1.38901 -2.32951
C -2.67997 0.92000 -0.93395
O -3.87243 1.03498 -0.69110
O -1.78053 0.39941 -0.19200
C -0.09001 0.22271 -2.79254
O 0.55642 1.12373 -2.26701
N 0.51178 -0.92529 -3.24632
C -0.09779 -2.05885 -3.78574
O 0.53987 -3.04956 -4.06717
H -3.20645 -0.63617 -3.59324
H -3.02741 1.66616 -2.95300
H -1.51044 2.23724 -2.20289
H 1.48406 -1.02175 -2.98227
O 0.23868 3.26265 0.44534
N -0.18707 3.90848 -0.56472
C -0.18223 5.21624 -0.47700
C -0.65672 5.96510 -1.59832
N -1.03356 6.60411 -2.47896
C 0.25845 5.95956 0.66734
N 0.59606 6.57872 1.57644
O 0.57042 -1.41630 -0.05444
S -0.69276 -2.15283 -0.41344
C -0.23478 -3.91989 -0.26909
C -1.38081 -4.58216 0.47597
C -1.67900 -3.64991 1.65284
C -1.75353 -2.23933 1.07587
H 0.68366 -3.91340 0.32001
H -0.03419 -4.32765 -1.25887
H -1.12125 -5.59094 0.80008
H -2.25663 -4.65578 -0.17531
H -0.87271 -3.71927 2.38528
H -2.61152 -3.91439 2.15224
H -1.39072 -1.44844 1.73116
H -2.75530 -1.97934 0.73362
*
```

Atom charges from the Löwdin analysis, given in e for atoms 1 to 8: number 1, Pt, carries 1.201; number 2, B, carries -0.398; number 3, N, carries -0.072; number 4, C, carries -0.103; number 5, C, carries -0.069; number 6, C, carries -0.156; number 7, N, carries -0.082; number 8, N, carries -0.063

[5]
A molecular structure, C19H20BN8OPdS4. Source: the OMol25 dataset; level of theory: wB97M-V/def2-TZVPD.

Expectation value of S²: 0.761
Relative energy (zero: lowest compared OMol25 entry of this formula, charge and spin): 1.2 kcal per mole
LUMO level (alpha / beta): -0.0090 / -0.0854 hartree

ORCA input file:
```
! wB97M-V def2-TZVPD RIJCOSX def2/J DEFGRID3
* xyz 0 2
Pd 0.44448 -1.11712 1.49107
C -0.56165 -4.27729 0.24313
C -0.82214 -3.06384 -0.58356
C -1.44349 -2.98070 -1.83163
C -1.46654 -1.63533 -2.14021
N -0.89873 -0.96024 -1.13406
N -0.49249 -1.83426 -0.18401
B -0.61930 0.57210 -0.98629
N 0.88928 0.82091 -1.07304
C 1.67206 0.69579 -2.16495
C 2.98312 0.78111 -1.75815
C 2.90459 0.93932 -0.35773
C 4.01699 1.05008 0.63453
N 1.64280 0.95198 0.04234
N -1.17913 1.03065 0.38225
C -2.01132 2.05269 0.62054
C -2.37351 2.02220 1.95184
C -1.71679 0.90798 2.48290
C -1.76150 0.37033 3.87265
N -1.00681 0.32606 1.52120
N -1.33561 1.33656 -2.08795
C -0.94935 2.48943 -2.68835
C -2.01889 2.98108 -3.38825
C -3.05948 2.05252 -3.14500
C -4.46122 2.07239 -3.65864
N -2.64584 1.08247 -2.35107
H 0.39796 -4.73185 -0.00694
H -1.33844 -5.01954 0.06580
H -0.55273 -4.02929 1.30371
H -1.83820 -3.79371 -2.41549
H -1.87193 -1.10991 -2.98564
H 1.24520 0.56419 -3.14653
H 3.86699 0.74545 -2.37213
H 4.48005 0.07612 0.81533
H 3.63783 1.42988 1.58205
H 4.79669 1.72251 0.27601
H -2.30916 2.71641 -0.17458
H -3.03958 2.69176 2.46718
H -2.75817 0.49859 4.29277
H -1.05673 0.89274 4.52130
H -1.51349 -0.69038 3.88263
H 0.05204 2.87015 -2.57419
H -2.05235 3.87145 -3.99276
H -4.95740 3.01079 -3.40818
H -5.02506 1.25135 -3.21994
H -4.48371 1.96787 -4.74454
O 6.43174 -2.04200 4.51001
C 5.36578 -1.89802 3.99807
S 4.79794 -2.87452 2.61565
C 3.23811 -2.11757 2.46954
C 2.94537 -1.09244 3.36741
S 1.48086 -0.26734 3.35540
S 4.17307 -0.68427 4.53025
S 2.15779 -2.62526 1.27823
*
```

Atom charges from the Löwdin analysis, given in e for atoms 1 to 8: number 1, Pd, carries 0.578; number 2, C, carries -0.062; number 3, C, carries -0.337; number 4, C, carries -0.006; number 5, C, carries -0.049; number 6, N, carries 0.035; number 7, N, carries -0.047; number 8, B, carries -0.671